(i)
DFT (ωB97M-V with the def2-TZVPD basis set) results for a single C4H5N molecule.

Geometry (Å):
1 C 0.6349 -0.4909 0.8199
2 C 0.4589 0.7282 0.2350
3 C -0.2150 -1.5053 0.5393
4 C -0.5865 0.6656 -0.7841
5 N -1.2673 -0.5242 -0.8710
6 H 1.4949 -0.5037 1.5936
7 H 1.0300 1.5239 0.5859
8 H -0.2175 -2.5275 0.6467
9 H -1.1514 1.6382 -0.9895
10 H -0.1808 0.9958 -1.7759

HOMO (spin up / spin down) ... -8.07 / -9.11 eV
Net charge ... 0
Spin multiplicity ... 1

---

(ii)
DFT (ωB97M-V with the def2-TZVPD basis set) results for a single C4H5N molecule.

Geometry (Å):
1 C 1.3730 0.2351 0.9862
2 C 0.6490 -0.3623 -1.5367
3 C 0.1037 0.1962 1.2505
4 C -0.5530 -0.1421 -1.0640
5 N -0.9106 0.0509 0.2068
6 H 1.7865 0.0615 -0.0182
7 H 1.4432 0.0067 -2.1442
8 H -0.3293 0.2903 2.2697
9 H -1.4165 -0.4587 -1.6377
10 H -1.7875 -0.2508 0.5749

HOMO (spin up / spin down) ... -8.13 / -8.56 eV
Net charge ... 0
Spin multiplicity ... 1

---

Going by the energies, (i) is most stable and the next is 0.0078 hartree up.

---

(i)
DFT (ωB97M-V with the def2-TZVPD basis set) results for a molecular structure, C4H5N.

Geometry (Å):
1 C 1.6385 -0.3111 0.5266
2 C 1.5162 0.2900 -0.6581
3 C 0.1760 0.0063 -0.1140
4 C -1.1356 0.6466 0.0280
5 N -0.9422 -0.6660 -0.6411
6 H 2.2183 -1.0615 1.0542
7 H 0.4957 -0.4154 1.1052
8 H -1.3001 1.5297 -0.5870
9 H -1.7188 0.6005 0.9438
10 H -0.9480 -0.6190 -1.6576

HOMO ... -9.26 eV
Net charge ... 0
Spin multiplicity ... 1

---

(ii)
DFT (ωB97M-V with the def2-TZVPD basis set) results for a single C4H5N molecule.

Geometry (Å):
1 C -0.6711 -0.0251 -0.9952
2 C 0.1547 1.0275 -0.5852
3 C 0.7048 0.7142 0.6504
4 N 0.2872 -0.6004 0.8801
5 C -0.5596 -1.0468 -0.0733
6 H -1.2188 0.0830 -1.9105
7 H 0.1560 1.9533 -1.1372
8 H 1.4562 1.1232 1.2964
9 H 0.6703 -1.1895 1.6002
10 H -0.9040 -2.0649 -0.0930

HOMO ... -8.27 eV
Net charge ... 0
SMILES ... c1cc[nH]c1
Spin multiplicity ... 1

---

Going by the energies, (ii) is most stable and the next is 0.2361 hartree up.

---

(i)
DFT (ωB97M-V with the def2-TZVPD basis set) results for a molecular structure, C5H13N2O.

Geometry (Å):
1 C 0.4990 1.8169 0.6545
2 N -0.5011 1.2864 1.5663
3 C -1.7041 0.8923 0.7023
4 N -2.0702 0.3784 -0.6090
5 C 0.5054 0.8527 -0.6742
6 C 0.7517 -0.6451 -0.2983
7 C 1.9246 -1.3415 -0.9735
8 O 1.8391 -1.3951 -2.3874
9 H 0.2760 2.8622 0.3730
10 H 1.3712 1.8491 1.2079
11 H -0.7644 0.1355 0.9220
12 H -1.7182 -1.8219 1.0573
13 H -2.5031 1.1011 1.3417
14 H -1.2481 -2.3682 0.9793
15 H -2.8463 -0.3759 -0.3684
16 H 1.1296 1.0255 -1.5639
17 H -0.6937 0.8086 -0.9966
18 H 0.8937 -0.6382 0.8383
19 H -0.1203 -1.2410 -0.6762
20 H 2.1015 -2.3507 -0.5008
21 H 2.8776 -0.8313 -0.5943

HOMO (spin up / spin down) ... -8.89 / -8.89 eV
Net charge ... 0
Spin multiplicity ... 2

---

(ii)
DFT (ωB97M-V with the def2-TZVPD basis set) results for a single C5H13N2O molecule.

Geometry (Å):
1 N -3.5938 -0.0351 -0.1324
2 C -2.3414 -0.7182 0.2634
3 C -1.1152 0.0928 -0.3170
4 N 0.0956 -0.0033 0.3335
5 C 0.5825 -1.3727 0.3151
6 C 1.0284 0.9072 -0.3592
7 C 2.5757 1.1046 0.1397
8 O 3.3360 -0.0492 -0.2501
9 H -3.6458 0.9754 0.0654
10 H -4.4331 -0.4765 0.2331
11 H -2.1757 -0.7150 1.3484
12 H -2.3996 -1.7507 -0.0202
13 H -1.0180 -0.0229 -1.3969
14 H -1.4956 1.1253 -0.1282
15 H -0.1550 -1.9813 0.9700
16 H 0.6250 -1.6331 -0.7107
17 H 1.6577 -1.0626 0.7984
18 H 0.3504 1.8074 -0.2576
19 H 1.1201 0.7826 -1.4634
20 H 2.6987 2.0585 -0.4447
21 H 2.2904 1.4727 1.3473

HOMO (spin up / spin down) ... -8.98 / -8.98 eV
Net charge ... 0
Spin multiplicity ... 2

---

Going by the energies, (ii) is most stable and the next is 0.1984 hartree up.

---

(i)
DFT (ωB97M-V with the def2-TZVPD basis set) results for a molecular structure, C4H7N2P.

Geometry (Å):
1 C 0.6691 1.3179 1.4553
2 C 0.4475 0.1210 0.9027
3 C 0.8044 -1.1818 1.5685
4 C -1.0966 0.9049 -2.2020
5 N -0.1362 -0.0041 -0.3111
6 N -0.4898 1.1121 -0.8982
7 P -0.2718 2.6378 -0.2916
8 H 1.0746 1.7157 2.3550
9 H -0.1033 -1.6695 1.9223
10 H 1.4684 -1.0126 2.4116
11 H 1.2836 -1.8417 0.8511
12 H -0.3230 0.7819 -2.9623
13 H -1.7008 -0.0004 -2.1680
14 H -1.7148 1.7635 -2.4580

HOMO ... -7.98 eV
Net charge ... 0
Spin multiplicity ... 1

---

(ii)
DFT (ωB97M-V with the def2-TZVPD basis set) results for a single C4H7N2P molecule.

Geometry (Å):
1 C 2.9026 -0.3369 0.2031
2 N 2.5401 -1.0213 1.1942
3 P 0.9765 -1.2953 1.6685
4 N 0.0546 0.0253 1.1341
5 C -0.4575 0.3196 0.0791
6 C -1.1226 0.7097 -0.9600
7 C -2.6371 0.3322 -0.9733
8 H 3.9444 -0.2954 -0.0329
9 H 2.1207 0.0329 -0.5394
10 H 1.1200 -0.5245 2.8923
11 H -0.7494 1.3463 -1.8243
12 H -2.9469 0.3306 -2.0343
13 H -3.1123 1.0555 -0.3301
14 H -2.6330 -0.6789 -0.4768

HOMO ... -8.07 eV
Net charge ... 0
SMILES ... C=NPN=C=CC
Spin multiplicity ... 1

---

Going by the energies, (ii) is most stable and the next is 0.0152 hartree up.